No. 1
The following is a DFT calculation (wB97M-V/def2-TZVPD) of an isolated molecule of C11H13NO in a non-equilibrium geometry.

The geometry in XYZ format:
```
26
C11H13NO wB97M-V/def2-TZVPD
O 2.090 2.313 -0.088
N -2.600 0.270 -0.910
C -0.631 1.190 0.403
C 0.482 -0.930 0.277
C -1.329 0.206 1.485
C -1.040 -1.097 0.667
C -1.993 -0.944 -0.703
C 3.002 0.053 -0.289
C 1.487 -1.916 -0.057
C 2.771 -1.363 -0.419
C -1.634 1.310 -0.806
C 0.669 0.455 0.136
C 1.894 0.956 0.045
H -2.718 -1.782 -0.657
H 1.258 -2.934 -0.266
H -2.395 0.235 1.726
H 4.045 0.367 -0.554
H -2.224 2.339 -0.593
H -1.297 -1.127 -1.552
H 3.451 -2.132 -0.690
H -0.220 2.167 0.819
H -1.000 1.338 -1.714
H -0.711 0.120 2.467
H -1.194 -1.935 1.206
H -3.354 0.488 -0.293
H 3.192 2.352 0.361
```

Results
- DFT total energy (hartree) = -556.84249
- SMILES = Oc1cccc2c1[C@H]1CNC[C@@H]2C1
- highest occupied orbital energy (eV) = -8.2
- LUMO energy (eV) = 0.5
- frontier orbital gap (eV) = 8.6782

Results of the Mulliken charge analysis, in e, for atoms 1 through 2: number 1, O, carries -0.612; number 2, N, carries -0.312


No. 2
The following is a DFT calculation (wB97M-V/def2-TZVPD) of an isolated molecule of C11H13NO2 in a non-equilibrium geometry.

The geometry in XYZ format:
```
27
C11H13NO2 wB97M-V/def2-TZVPD
O -0.090 0.785 -0.359
O -1.665 -0.820 -1.062
N -0.148 -1.304 0.590
C 2.025 -1.577 3.661
C -1.067 1.556 -3.459
C 2.097 0.734 2.773
C 0.865 -0.991 1.663
C 1.318 -2.000 2.490
C 2.368 -0.195 3.738
C -2.405 0.068 -1.948
C -1.856 0.300 -3.375
C -0.682 -0.381 -0.267
C 0.991 1.141 0.538
C 1.262 0.325 1.648
H -1.751 2.495 -3.691
H -1.400 -0.687 -3.743
H 1.051 2.180 0.358
H 2.495 1.748 2.673
H -0.599 -2.215 0.707
H -3.401 -0.300 -2.023
H -0.331 1.643 -2.622
H 3.017 -0.007 4.615
H -0.348 1.538 -4.394
H -2.391 1.032 -1.537
H 2.413 -2.297 4.473
H 0.979 -3.129 2.484
H -2.748 0.360 -3.932
```

Results
- DFT total energy (hartree) = -632.03599
- highest occupied orbital energy (eV) = -5.4
- LUMO energy (eV) = 0.5
- frontier orbital gap (eV) = 5.9269

Results of the Mulliken charge analysis, in e, for atoms 1 through 2: number 1, O, carries -0.281; number 2, O, carries -0.402


No. 3
The following is a DFT calculation (wB97M-V/def2-TZVPD) of C11H13NO6PRuS2SbSe4 as an isolated structure in a non-equilibrium geometry.

The geometry in XYZ format:
```
40
C11H13NO6PRuS2SbSe4 wB97M-V/def2-TZVPD
Sb 4.839 1.285 -0.740
Ru 0.361 -0.882 -0.617
Se 6.310 1.388 1.150
Se 2.102 0.066 -1.486
Se 5.691 2.280 -2.741
Se 4.059 -1.053 -1.094
S -1.955 -1.512 0.027
S -0.522 0.578 -2.179
P -2.176 0.060 -1.154
O 2.518 1.869 1.384
O -2.855 1.297 -0.422
O 1.219 -4.772 0.546
O -3.248 -0.155 -2.320
O 0.934 -2.951 -0.738
O 0.495 0.907 1.113
N 1.587 -1.430 1.215
C 3.432 -0.663 2.486
C 2.243 -0.436 1.817
C -4.637 -0.355 -1.999
C 3.899 -1.967 2.574
C 1.707 0.932 1.445
C -1.527 3.159 0.413
C -2.335 1.937 0.773
C 3.194 -2.993 1.969
C 2.056 -2.667 1.250
C -5.463 0.690 -2.713
C 1.336 -3.585 0.304
H 3.515 -4.024 2.003
H -4.904 -1.362 -2.320
H -4.787 -0.292 -0.921
H -5.288 0.644 -3.788
H -0.635 2.871 -0.139
H -2.121 3.851 -0.188
H -5.201 1.686 -2.357
H 3.991 0.177 2.872
H -1.198 3.655 1.327
H -6.523 0.515 -2.515
H -1.732 1.231 1.339
H 4.839 -2.174 3.071
H -3.219 2.198 1.354
```

Results
- charge = -1
- DFT total energy (hartree) = -12011.98309
- ⟨S²⟩ = 0.975
- highest occupied orbital energy (spin up / spin down) (eV) = -5.3 / -5.5
- LUMO energy (spin up / spin down) (eV) = -0.1 / -0.2
- spin multiplicity = 2
- frontier orbital gap (spin up / spin down) (eV) = 5.1599 / 5.3789

Results of the Mulliken charge analysis, in e, for atoms 1 through 2: number 1, Sb, carries 0.873; number 2, Ru, carries 0.410


Question: Number 1 is which compound?
Answer: C11H13NO


Question: Number 1 is which compound?
Answer: C11H13NO


Question: The highest DFT total energy belongs to which entry?
Answer: C11H13NO


Question: DFT total energy of number 2 (C11H13NO2)?
Answer: -632.03599 hartree